Record 1
DFT (the ωB97M-V functional and the def2-TZVPD basis) results for a molecular structure, C36H68O36.

The geometry in XYZ format:
```
140
Properties=species:S:1:pos:R:3
C -4.88 -5.49 -20.77
C -4.37 -6.85 -20.31
O -2.97 -6.78 -20.60
C -2.60 -5.47 -20.67
O -1.50 -5.09 -20.74
O -3.70 -4.68 -20.71
H -5.60 -5.02 -20.11
H -5.29 -5.52 -21.78
H -4.85 -7.67 -20.84
H -4.50 -6.99 -19.23
C -6.53 -13.92 -22.68
C -5.38 -13.50 -21.75
O -4.29 -14.30 -22.22
C -4.55 -14.70 -23.49
O -3.81 -15.31 -24.18
O -5.82 -14.36 -23.85
H -7.05 -13.02 -23.01
H -7.22 -14.64 -22.28
H -5.60 -13.76 -20.72
H -5.10 -12.45 -21.87
C -2.20 -10.15 -11.87
O -0.95 -9.88 -12.50
C -0.61 -10.17 -13.76
O 0.33 -9.65 -14.25
O -1.36 -11.09 -14.39
C -0.75 -11.82 -15.43
H -2.34 -9.30 -11.19
H -2.13 -10.99 -11.18
H -3.04 -10.19 -12.55
H -0.69 -11.24 -16.36
H -1.44 -12.63 -15.67
H 0.21 -12.23 -15.14
C -0.61 -12.54 -22.99
O -1.47 -12.81 -24.09
C -1.62 -14.11 -24.36
O -1.05 -15.01 -23.85
O -2.54 -14.21 -25.30
C -2.87 -15.54 -25.64
H -1.04 -12.96 -22.07
H -0.49 -11.48 -22.82
H 0.35 -13.05 -23.05
H -3.14 -16.15 -24.77
H -2.04 -16.07 -26.13
H -3.75 -15.52 -26.28
C 1.80 -15.45 -20.45
O 1.40 -16.67 -21.06
C 1.96 -17.11 -22.18
O 2.75 -16.51 -22.85
O 1.46 -18.32 -22.45
C 1.89 -18.91 -23.67
H 1.49 -14.61 -21.08
H 2.87 -15.35 -20.27
H 1.23 -15.35 -19.53
H 2.03 -18.16 -24.45
H 1.10 -19.59 -23.98
H 2.83 -19.46 -23.56
C 1.24 -6.87 -23.52
O -0.17 -7.02 -23.25
C -0.64 -8.24 -23.34
O -0.04 -9.22 -23.70
O -1.91 -8.22 -22.92
C -2.70 -9.38 -23.12
H 1.41 -6.99 -24.60
H 1.79 -7.64 -22.99
H 1.48 -5.84 -23.30
H -2.13 -10.30 -23.09
H -3.31 -9.26 -24.01
H -3.35 -9.43 -22.24
C -2.32 -16.73 -20.26
O -1.61 -16.59 -19.03
C -1.95 -17.48 -18.10
O -2.94 -18.15 -18.09
O -1.04 -17.41 -17.12
C -1.06 -18.50 -16.22
H -2.06 -17.69 -20.70
H -1.98 -15.97 -20.96
H -3.41 -16.72 -20.15
H -0.64 -19.41 -16.68
H -2.05 -18.79 -15.89
H -0.40 -18.25 -15.39
C -3.55 -6.36 -12.60
O -4.01 -6.99 -13.80
C -3.07 -7.56 -14.56
O -1.91 -7.29 -14.55
O -3.66 -8.47 -15.32
C -2.91 -8.99 -16.39
H -2.61 -5.85 -12.74
H -3.46 -7.10 -11.80
H -4.34 -5.67 -12.30
H -3.19 -8.43 -17.28
H -3.11 -10.05 -16.49
H -1.83 -8.90 -16.25
C 3.07 -6.97 -18.76
O 1.88 -6.20 -18.88
C 1.08 -6.18 -17.83
O 1.28 -6.70 -16.77
O 0.00 -5.45 -18.15
C -1.03 -5.42 -17.20
H 2.90 -7.94 -18.29
H 3.82 -6.51 -18.11
H 3.44 -7.02 -19.78
H -1.58 -4.49 -17.36
H -0.69 -5.33 -16.17
H -1.71 -6.26 -17.34
C -5.66 -12.75 -15.43
O -4.94 -12.33 -14.28
C -5.36 -12.89 -13.15
O -6.25 -13.68 -13.03
O -4.67 -12.35 -12.14
C -5.28 -12.49 -10.86
H -6.64 -12.27 -15.42
H -5.78 -13.83 -15.45
H -5.07 -12.46 -16.29
H -6.31 -12.14 -10.87
H -4.68 -11.97 -10.14
H -5.39 -13.54 -10.58
C 2.85 -10.21 -20.67
O 3.99 -9.64 -20.06
C 5.22 -9.94 -20.48
O 5.51 -10.73 -21.34
O 6.09 -9.22 -19.76
C 7.35 -9.04 -20.38
H 2.04 -9.49 -20.62
H 2.53 -11.08 -20.09
H 3.04 -10.52 -21.69
H 7.23 -8.58 -21.36
H 7.79 -10.02 -20.61
H 8.01 -8.50 -19.73
C -0.70 -8.86 -19.52
O -1.32 -10.06 -19.01
C -1.00 -11.19 -19.63
O -0.11 -11.38 -20.41
O -1.84 -12.14 -19.27
C -1.65 -13.37 -20.01
H -0.92 -8.05 -18.83
H -1.08 -8.64 -20.51
H 0.38 -8.96 -19.48
H -0.62 -13.71 -19.92
H -1.85 -13.19 -21.06
H -2.32 -14.06 -19.52
```

As for the HOMO energy: -0.3168 Eh. As for the HOMO-LUMO gap: 8.3 eV. The largest force on an atom is 0.294 Eh/bohr. The calculation puts the calculated total energy at -112137.7636 eV.

---

Record 2
DFT (the ωB97M-V functional and the def2-TZVPD basis) results for a single C4H6O molecule.

The geometry in XYZ format:
```
11
Properties=species:S:1:pos:R:3
C -0.36 -1.07 -0.01
C -0.41 -0.22 -1.04
C 0.39 1.01 -0.70
O 1.01 0.68 0.56
C 0.26 -0.36 1.15
H -0.85 -2.03 0.07
H -0.97 -0.33 -1.97
H -0.23 1.91 -0.59
H 1.18 1.23 -1.44
H -0.64 -0.08 1.88
H 0.62 -0.74 2.09
```

The SMILES is C1=CCOC1. As for the HOMO energy: -0.3244 Eh. As for the HOMO-LUMO gap: 9.9 eV. The largest force on an atom is 0.056 Eh/bohr. The calculation puts the calculated total energy at -6290.5767 eV.

---

Record 3
DFT (the ωB97M-V functional and the def2-TZVPD basis) results for a molecular structure, C2H2FO2Pm.

The geometry in XYZ format:
```
8
Properties=species:S:1:pos:R:3
H -2.06 -0.60 -0.89
O -0.06 -1.19 -0.64
C -1.12 -0.58 -0.27
C -1.00 0.72 0.29
O 0.17 1.18 0.55
H -1.89 1.22 0.71
F 4.02 -0.51 0.16
Pm 1.94 -0.24 0.08
```

Its multiplicity is 6. As for the HOMO energy (spin up / spin down): -0.4865 / -0.5566 Eh. As for the HOMO-LUMO gap (spin up / spin down): 7.3 / 9.2 eV. The charge is +1. The largest force on an atom is 0.071 Eh/bohr. The calculation puts the calculated total energy at -25466.7377 eV.

---

Record 4
DFT (the ωB97M-V functional and the def2-TZVPD basis) results for a molecular structure, C5H11CoO3.

The geometry in XYZ format:
```
20
Properties=species:S:1:pos:R:3
C -0.87 -1.30 -0.74
O -0.15 -1.03 0.49
C 1.06 -0.29 0.41
C 0.83 1.13 -0.07
O -0.19 1.69 0.76
C 0.06 2.97 1.31
H -1.96 -1.39 -0.67
H -0.36 -0.82 -1.60
H 1.77 -0.80 -0.26
H 1.45 -0.29 1.43
H 0.45 1.18 -1.10
H 1.78 1.68 -0.05
H 0.23 2.85 2.39
H 0.95 3.43 0.85
H -0.82 3.59 1.14
Co -1.68 0.37 1.16
O -1.10 -3.87 -0.38
C -0.65 -3.02 -1.27
H -1.21 -2.97 -2.24
H 0.43 -3.10 -1.55
```

Its multiplicity is 5. As for the HOMO energy (spin up / spin down): -0.2448 / -0.2298 Eh. As for the HOMO-LUMO gap (spin up / spin down): 7.0 / 4.8 eV. The largest force on an atom is 0.041 Eh/bohr. The calculation puts the calculated total energy at -49125.3159 eV.

---

Record 5
DFT (the ωB97M-V functional and the def2-TZVPD basis) results for a molecular structure, C19H21BrHgN5O7P2S.

The geometry in XYZ format:
```
57
Properties=species:S:1:pos:R:3
Hg -0.07 -0.52 -0.26
C 4.24 -1.11 0.16
C 3.00 -0.29 0.39
N 1.96 -0.77 1.07
N 2.04 -2.05 1.55
C 1.01 -2.63 2.19
N 1.00 -4.01 2.08
S -0.14 -1.81 3.07
C 2.87 1.01 -0.18
C 3.81 1.54 -1.10
C 3.60 2.76 -1.68
C 2.46 3.50 -1.33
C 1.58 2.92 -0.43
N 1.75 1.73 0.15
H 4.16 -1.68 -0.77
H 4.41 -1.80 0.98
H 5.12 -0.47 0.10
H 2.57 -2.70 0.98
H 1.17 -4.30 1.12
H 0.13 -4.38 2.42
H 4.67 0.94 -1.39
H 4.29 3.13 -2.42
H 2.25 4.46 -1.77
H 0.67 3.45 -0.14
O -1.21 -3.11 -2.16
P 0.39 -3.44 -1.96
O 0.64 -4.88 -2.24
O 0.74 -2.89 -0.61
O 1.08 -2.57 -3.13
P 0.85 -0.99 -3.55
O -0.70 -1.00 -4.06
O 1.73 -0.71 -4.70
O 0.92 -0.14 -2.31
H -1.47 -3.54 -2.99
H -1.26 -1.08 -3.27
C -4.81 0.61 -1.20
C -4.51 -0.60 -0.60
C -3.19 -0.96 -0.35
C -2.14 -0.10 -0.68
C -2.46 1.11 -1.29
C -3.78 1.47 -1.55
H -5.84 0.89 -1.39
H -5.32 -1.27 -0.32
H -2.98 -1.91 0.11
H -1.66 1.79 -1.59
H -4.00 2.42 -2.02
Br -4.47 1.68 4.81
C -2.84 1.93 3.85
C -1.89 2.81 4.35
C -0.71 2.94 3.62
C -0.56 2.22 2.45
N -1.50 1.40 1.97
C -2.62 1.25 2.67
H -2.06 3.37 5.26
H 0.08 3.59 3.97
H 0.35 2.25 1.86
H -3.35 0.56 2.26
```

Its multiplicity is 2. As for the HOMO energy (spin up / spin down): 0.0003 / -0.0984 Eh. As for the HOMO-LUMO gap (spin up / spin down): 3.7 / 6.4 eV. The charge is -2. The largest force on an atom is 0.027 Eh/bohr. The calculation puts the calculated total energy at -145465.2848 eV.

---

Record 6
DFT (the ωB97M-V functional and the def2-TZVPD basis) results for 11 unconnected molecules or ions with the total composition C41H114N12O11.

The geometry in XYZ format:
```
178
Properties=species:S:1:pos:R:3
C -11.90 -1.22 -3.38
O -10.92 -1.12 -2.31
C -9.49 -1.07 -2.64
C -8.59 -1.07 -1.41
C -7.09 -1.38 -1.61
N -9.09 -1.93 -0.42
H -12.82 -0.75 -3.03
H -11.88 -2.19 -3.86
H -11.74 -0.62 -4.28
H -9.26 -1.78 -3.43
H -9.43 -0.09 -3.12
H -8.65 -0.05 -1.03
H -6.41 -0.65 -2.06
H -7.19 -2.14 -2.38
H -6.65 -1.86 -0.74
H -9.42 -2.81 -0.80
H -8.22 -2.32 -0.08
C -1.95 8.62 -3.67
O -2.88 7.58 -3.97
C -3.32 6.90 -2.79
C -4.14 5.71 -3.30
C -4.85 4.88 -2.13
N -3.25 4.91 -4.09
H -1.41 8.90 -4.58
H -1.19 8.26 -2.98
H -2.53 9.53 -3.50
H -2.54 6.58 -2.10
H -4.02 7.58 -2.29
H -4.97 6.08 -3.90
H -5.54 5.51 -1.58
H -4.18 4.52 -1.34
H -5.44 3.98 -2.32
H -2.67 5.56 -4.60
H -2.59 4.49 -3.45
C -0.08 -1.18 -0.35
O 0.73 -0.04 -0.37
C 0.35 0.93 -1.39
C 0.91 2.30 -1.10
C 0.50 2.89 0.24
N 0.47 3.20 -2.18
H -0.79 -1.11 0.48
H 0.62 -1.95 -0.02
H -0.53 -1.53 -1.27
H 0.64 0.58 -2.38
H -0.74 1.00 -1.45
H 1.99 2.19 -1.16
H -0.55 2.91 0.50
H 0.79 3.93 0.40
H 0.93 2.23 1.00
H 0.91 4.10 -2.02
H 0.88 2.93 -3.06
C 7.68 2.75 -0.60
O 8.72 1.75 -0.77
C 9.88 2.16 -1.44
C 10.69 0.79 -1.55
C 12.09 1.04 -2.01
N 9.97 -0.19 -2.39
H 7.98 3.78 -0.41
H 7.26 2.35 0.33
H 7.13 2.88 -1.52
H 9.62 2.45 -2.46
H 10.49 3.00 -1.12
H 10.79 0.41 -0.53
H 12.61 1.86 -1.50
H 12.20 1.21 -3.08
H 12.62 0.09 -1.94
H 9.98 0.13 -3.35
H 9.01 -0.04 -2.10
C 2.34 -0.42 6.07
O 2.18 0.11 7.41
C 3.16 -0.36 8.23
C 2.79 0.07 9.74
C 3.83 -0.44 10.75
N 1.60 -0.60 10.15
H 1.47 0.02 5.57
H 2.25 -1.51 6.11
H 3.27 -0.16 5.57
H 3.25 -1.45 8.13
H 4.21 -0.08 8.14
H 2.80 1.16 9.79
H 3.71 -0.04 11.76
H 4.75 0.05 10.46
H 3.92 -1.53 10.81
H 1.70 -1.59 10.28
H 0.93 -0.44 9.40
C 3.92 4.41 -6.94
O 2.53 4.07 -6.74
C 1.96 3.59 -8.01
C 1.99 4.54 -9.22
C 1.29 5.88 -8.91
N 1.17 3.95 -10.27
H 4.48 4.42 -6.00
H 3.96 5.41 -7.37
H 4.48 3.56 -7.31
H 2.31 2.57 -8.15
H 0.93 3.43 -7.68
H 2.98 4.80 -9.60
H 1.41 6.42 -9.85
H 1.86 6.35 -8.11
H 0.29 6.03 -8.52
H 1.55 3.17 -10.79
H 1.06 4.67 -10.98
C 5.71 -3.12 -1.32
O 5.23 -4.15 -2.13
C 5.10 -3.74 -3.52
C 5.01 -5.06 -4.34
C 6.37 -5.85 -4.20
N 4.70 -4.76 -5.68
H 5.27 -2.14 -1.51
H 6.75 -2.82 -1.48
H 5.45 -3.28 -0.28
H 4.32 -3.02 -3.76
H 6.00 -3.23 -3.85
H 4.22 -5.71 -3.95
H 7.21 -5.40 -4.73
H 6.20 -6.81 -4.68
H 6.62 -6.04 -3.16
H 4.87 -5.63 -6.17
H 5.46 -4.18 -6.02
C -5.52 -4.49 3.66
O -6.84 -4.74 3.17
C -7.67 -5.50 3.94
C -9.20 -5.55 3.73
C -9.93 -4.30 4.26
N -9.88 -6.73 4.18
H -4.92 -3.85 3.00
H -5.03 -5.46 3.64
H -5.41 -4.03 4.64
H -7.30 -6.53 4.01
H -7.57 -5.12 4.96
H -9.31 -5.56 2.65
H -10.94 -4.12 3.89
H -9.38 -3.41 3.96
H -9.95 -4.35 5.34
H -10.84 -6.58 3.90
H -9.59 -7.60 3.75
C -5.69 2.05 4.16
O -4.32 2.26 3.83
C -3.42 1.52 4.70
C -3.30 2.01 6.10
C -3.05 3.54 6.37
N -2.39 1.21 6.99
H -6.00 1.02 4.36
H -6.30 2.58 3.42
H -5.81 2.56 5.11
H -3.69 0.46 4.71
H -2.39 1.59 4.36
H -4.25 1.87 6.62
H -3.02 3.73 7.44
H -3.80 4.12 5.84
H -2.13 3.87 5.88
H -1.46 1.07 6.62
H -2.34 1.71 7.87
C 2.83 -8.14 1.93
O 2.74 -9.05 0.88
C 4.00 -9.51 0.45
C 4.02 -10.90 -0.27
C 5.50 -11.47 -0.42
N 3.42 -10.71 -1.62
H 1.83 -7.90 2.30
H 3.09 -7.16 1.54
H 3.41 -8.46 2.79
H 4.52 -8.74 -0.12
H 4.65 -9.72 1.30
H 3.48 -11.64 0.32
H 5.46 -12.41 -0.98
H 6.01 -11.73 0.51
H 6.15 -10.76 -0.94
H 2.42 -10.72 -1.54
H 3.74 -9.85 -2.04
N -0.73 12.01 2.96
C -0.32 10.81 3.04
N -0.57 10.21 2.02
O 0.06 10.36 4.11
H -1.20 12.20 2.09
H -0.54 12.55 3.79
H -0.67 9.20 2.02
H -0.96 10.81 1.31
```

The SMILES is COC[C@H](C)N.COC[C@H](C)N.COC[C@H](C)N.COC[C@H](C)N.COC[C@H](C)N.COC[C@H](C)N.COC[C@H](C)N.COC[C@H](C)N.COC[C@H](C)N.COC[C@H](C)N.NC(N)=O. As for the HOMO energy: -0.3245 Eh. As for the HOMO-LUMO gap: 8.9 eV. The largest force on an atom is 0.233 Eh/bohr. The calculation puts the calculated total energy at -84756.2581 eV.